# 1
The following is a quantum chemistry calculation of a 9-piece molecular cluster, C69H87N9O8P2S3 overall, from the Open Molecules 2025 dataset.

Results
Structure (SMILES) ... CCCCN[C@H](CCCS(=O)(=O)O)O[C@H](COCC)[C@@](Cc1ccccc1)(O[C@@H](Cc1cccc(C)c1)P(O)(O)=S)[PH2]=S.c1ccncc1.c1ccncc1.c1ccncc1.c1ccncc1.c1ccncc1.c1ccncc1.c1ccncc1.c1ccncc1
Kohn-Sham gap ... 0.308 hartree

Structure (XYZ):
```
178
Properties=species:S:1:pos:R:3:forces:R:3
C 2.893992 -4.014959 1.613195 0.0 -0.4 0.2
C 1.867737 -4.680253 0.694927 0.4 0.2 0.0
C 1.350100 -3.766120 -0.408961 0.3 0.7 0.6
C 0.474703 -2.647018 0.158856 0.2 -0.9 -0.4
N -0.064702 -1.839843 -0.939559 0.0 0.6 0.7
C -1.031228 -0.808390 -0.576364 0.3 0.0 -0.2
C -0.905609 -0.269353 0.843841 -0.3 0.2 0.0
C 0.386837 0.520187 1.026492 -0.4 0.3 0.1
C 0.620399 0.910669 2.496219 0.3 -0.2 -0.9
S 1.011845 2.638372 2.632799 -0.7 1.5 1.3
O -0.210067 3.380813 2.515241 -0.3 -0.4 -0.6
O 1.770128 2.890272 3.815429 0.6 -0.6 -0.2
O 1.904878 3.029118 1.382234 0.1 -0.4 0.0
O -2.373220 -1.156119 -0.923689 0.3 -0.1 0.6
C -2.891551 -2.340632 -0.316193 -0.8 0.2 -0.2
C -2.877814 -3.493697 -1.310341 0.1 -0.3 -0.1
O -1.720428 -4.295383 -1.244450 0.1 0.0 0.1
C -1.539219 -5.029355 -2.446775 0.0 0.2 -0.3
C -0.665792 -4.290080 -3.458105 -0.5 -0.2 0.3
C -4.398640 -2.031013 0.044370 0.9 0.3 -0.9
C -5.118775 -1.714349 -1.275577 -1.2 0.0 0.2
C -6.579249 -1.323195 -1.134717 0.0 0.4 0.0
C -7.558891 -2.222869 -0.724631 -0.3 0.2 -0.1
C -8.873624 -1.799004 -0.581677 -0.1 0.4 0.0
C -9.237686 -0.479493 -0.847084 0.5 0.0 -0.1
C -8.267778 0.415013 -1.278856 0.2 -0.2 0.0
C -6.952198 -0.006679 -1.420025 -0.1 -0.5 0.1
O -5.050956 -3.144974 0.611065 0.4 0.3 0.6
C -4.538183 -3.615857 1.872686 -0.7 -0.3 -0.5
C -5.646288 -3.601820 2.944615 0.0 0.2 0.0
C -5.120263 -3.088580 4.261839 0.0 0.1 0.5
C -5.694822 -1.975584 4.870879 0.1 0.1 0.4
C -5.183690 -1.465346 6.065125 0.1 -0.3 -0.1
C -4.099668 -2.066480 6.695722 -0.5 0.0 -0.6
C -3.527876 -3.198910 6.117171 0.2 0.0 -0.1
C -2.361262 -3.897054 6.779327 -0.9 0.0 -0.3
C -4.036784 -3.687429 4.910433 0.1 0.4 0.3
P -3.923462 -5.336071 1.590524 -0.2 -0.9 1.5
O -4.621806 -5.790546 0.231126 0.3 0.5 -0.5
O -2.348445 -5.165263 1.397036 -0.1 0.4 -0.4
S -4.260037 -6.672182 2.962510 0.0 0.0 -0.2
P -4.446228 -0.504588 1.132262 -0.8 0.0 0.6
S -6.118147 -0.046807 1.998468 0.0 0.0 -0.1
H 3.709122 -3.552193 1.059399 0.0 0.2 -0.1
H 3.345285 -4.784122 2.238304 0.1 0.0 0.1
H 2.453223 -3.292463 2.296571 0.0 0.2 -0.1
H 1.056487 -5.045161 1.324959 -0.2 -0.2 -0.1
H 2.370463 -5.531081 0.239802 -0.2 -0.2 -0.1
H 0.824825 -4.290345 -1.194787 -0.1 -0.1 0.0
H 2.225764 -3.266130 -0.836058 0.1 -0.2 -0.4
H 1.114601 -2.091464 0.849006 -0.2 0.3 0.2
H -0.306379 -3.132196 0.741269 -0.3 0.2 -0.1
H 0.720549 -1.338822 -1.337467 0.0 -0.2 -0.3
H -0.818804 0.044886 -1.220601 -0.1 0.0 -0.2
H -1.063523 -1.013761 1.623690 0.2 -0.2 0.0
H -1.702082 0.465113 0.963212 -0.2 0.0 0.1
H 0.236514 1.440512 0.463973 0.1 0.0 -0.2
H 1.249800 0.031553 0.585233 0.2 -0.1 0.1
H 1.403251 0.328693 2.968865 0.1 0.0 0.1
H -0.302701 0.800277 3.054772 -0.1 0.1 0.3
H 1.289554 3.294632 0.669145 -0.1 0.0 -0.2
H -2.366964 -2.556807 0.613956 0.2 -0.3 -0.1
H -3.753301 -4.131343 -1.163096 0.0 0.0 0.1
H -2.974678 -3.062565 -2.307708 0.1 0.2 -0.1
H -2.511948 -5.232880 -2.901231 -0.2 -0.1 0.1
H -1.096044 -5.986078 -2.179885 0.0 -0.1 0.1
H -0.843640 -3.223971 -3.345462 0.2 0.2 0.0
H 0.375906 -4.529378 -3.311244 0.2 0.2 0.0
H -0.923804 -4.575555 -4.474337 0.0 -0.1 -0.1
H -4.628600 -0.895038 -1.789021 0.4 -0.1 -0.1
H -5.110939 -2.602876 -1.899974 0.3 -0.1 -0.1
H -7.310382 -3.246746 -0.493972 0.1 -0.1 0.0
H -9.637471 -2.482118 -0.241507 0.0 -0.2 0.0
H -10.250890 -0.134742 -0.715594 -0.2 -0.1 0.0
H -8.507517 1.447773 -1.482602 -0.1 0.1 0.0
H -6.191081 0.689888 -1.744399 0.0 0.1 0.0
H -3.726742 -3.005522 2.264588 0.3 0.0 -0.3
H -6.425848 -2.938505 2.582421 0.0 0.2 -0.1
H -6.102650 -4.583220 3.047159 0.1 -0.2 0.1
H -6.546775 -1.475197 4.439769 0.0 -0.1 -0.2
H -5.642891 -0.590208 6.501641 0.0 0.1 0.0
H -3.729413 -1.640403 7.616680 0.2 -0.1 0.1
H -1.593347 -3.181237 7.042199 0.3 -0.1 0.2
H -1.990148 -4.668466 6.110143 0.3 0.0 0.0
H -2.747617 -4.414991 7.656014 0.2 0.1 0.3
H -3.541581 -4.550373 4.491276 -0.1 -0.2 -0.1
H -4.502651 -6.743910 0.128675 -0.2 -0.1 0.1
H -1.948917 -6.043267 1.461553 0.2 0.1 0.1
H -3.938951 0.524236 0.325957 0.2 -0.2 -0.1
H -3.432327 -0.735050 2.085134 0.2 0.0 -0.3
C -1.510990 4.430742 -3.325162 -0.1 0.0 -0.1
C -0.180674 4.742027 -3.097435 -0.1 0.0 -0.1
C 0.436400 4.215622 -1.975927 0.2 -0.1 0.1
N -0.185790 3.424847 -1.097877 0.2 0.1 0.1
C -1.466781 3.138239 -1.329058 0.0 -0.1 0.2
C -2.172051 3.611589 -2.423484 0.1 0.0 0.0
H -2.026360 4.823487 -4.192780 0.0 0.0 0.0
H 0.370344 5.381293 -3.774279 0.0 0.0 0.0
H 1.477316 4.438081 -1.764392 0.0 0.1 -0.1
H -1.945941 2.497762 -0.594966 0.0 0.0 0.0
H -3.210716 3.345966 -2.562858 0.0 0.0 0.0
C 3.836792 -6.838780 -6.296875 0.0 0.0 0.0
C 4.047421 -5.560675 -5.805739 0.0 0.0 0.0
C 2.961097 -4.864248 -5.298101 -0.1 0.1 0.0
N 1.722720 -5.352328 -5.257694 0.2 -0.1 -0.2
C 1.538881 -6.581266 -5.735113 -0.1 0.0 0.0
C 2.555348 -7.363892 -6.261480 0.0 0.0 0.0
H 4.658206 -7.416448 -6.700876 0.0 0.0 0.0
H 5.031109 -5.111851 -5.814789 0.0 0.0 0.0
H 3.082688 -3.861737 -4.900873 0.0 0.0 0.0
H 0.520062 -6.953409 -5.691323 0.0 0.0 0.0
H 2.346321 -8.357393 -6.633557 0.0 0.0 0.0
C -0.624525 9.097082 -3.897173 0.0 0.0 0.0
C -1.322210 8.143744 -3.173974 0.0 0.0 0.0
C -2.573270 7.757658 -3.632436 -0.1 0.0 0.0
N -3.145396 8.251605 -4.728374 0.1 0.0 0.0
C -2.461218 9.168099 -5.410661 -0.1 0.0 0.0
C -1.203867 9.622078 -5.041425 0.0 0.0 0.0
H 0.355041 9.425922 -3.573843 0.0 0.0 0.0
H -0.908497 7.707282 -2.274856 0.0 0.0 0.0
H -3.153391 7.012533 -3.098543 0.0 0.0 0.1
H -2.951224 9.555070 -6.297357 0.0 0.0 0.0
H -0.694135 10.367759 -5.635883 0.0 0.0 0.0
C 3.548600 -2.061179 7.633981 0.0 0.0 0.0
C 3.047362 -3.280534 8.060143 0.0 0.0 0.0
C 1.686015 -3.513509 7.932104 -0.1 0.0 0.0
N 0.830709 -2.630769 7.423373 0.1 0.1 0.0
C 1.328505 -1.463534 7.018579 -0.1 0.0 0.0
C 2.672179 -1.130011 7.100413 0.0 0.0 0.0
H 4.605162 -1.840565 7.715683 0.0 0.0 0.0
H 3.696930 -4.035750 8.481704 0.0 0.0 0.0
H 1.249913 -4.455833 8.248976 0.1 0.0 0.0
H 0.607923 -0.762749 6.610210 0.0 0.0 0.0
H 3.019904 -0.166120 6.755022 0.0 0.0 0.0
C 6.024082 6.871651 -0.675122 0.1 0.0 0.1
C 5.334470 5.916102 0.053414 0.0 0.0 0.0
C 4.085352 5.517886 -0.397746 -0.1 0.0 0.0
N 3.505839 6.007078 -1.494940 0.1 0.0 0.0
C 4.182942 6.927178 -2.182192 -0.1 0.0 0.0
C 5.437558 7.388972 -1.818363 0.0 0.0 0.0
H 7.002862 7.211931 -0.360379 0.0 0.0 0.0
H 5.752827 5.486452 0.952975 0.0 0.0 0.0
H 3.516407 4.770999 0.145509 0.0 0.0 0.1
H 3.687781 7.310271 -3.068509 0.0 0.0 0.0
H 5.944615 8.136590 -2.412909 0.0 0.0 0.0
C 1.603453 3.891970 -6.489191 -0.1 0.0 0.1
C 1.804837 3.616824 -7.831563 0.0 0.0 0.0
C 3.105174 3.424911 -8.274282 0.1 0.0 0.0
N 4.173245 3.493323 -7.482243 -0.1 0.0 0.0
C 3.961321 3.760112 -6.195189 0.1 0.0 0.0
C 2.702974 3.965165 -5.649126 0.0 0.0 0.0
H 0.604049 4.047226 -6.101413 0.0 0.0 0.0
H 0.974827 3.551694 -8.521531 0.0 0.0 0.0
H 3.308065 3.204721 -9.316645 0.0 0.0 0.0
H 4.848954 3.811410 -5.573993 0.0 0.0 0.0
H 2.591151 4.176537 -4.593463 0.0 0.0 0.0
C 6.885539 12.714123 -2.090390 0.0 0.0 0.0
C 6.180330 11.964738 -1.162772 0.0 0.0 0.0
C 6.664742 10.709620 -0.828818 0.0 -0.1 0.1
N 7.768194 10.178014 -1.352156 -0.1 0.0 0.0
C 8.432685 10.911054 -2.243714 0.0 -0.1 0.0
C 8.037376 12.178654 -2.643829 0.0 0.0 0.0
H 6.542746 13.699755 -2.377967 0.0 0.0 0.0
H 5.275586 12.342547 -0.707025 0.0 0.0 0.0
H 6.147012 10.088908 -0.105138 -0.1 0.0 0.0
H 9.326038 10.453986 -2.654794 0.0 0.0 0.0
H 8.617907 12.729526 -3.370799 0.0 0.0 0.0
C 2.728293 -7.513337 6.689676 0.0 0.0 0.0
C 3.219388 -8.764014 6.352642 0.0 0.0 0.0
C 4.308796 -8.834372 5.497110 0.1 0.0 -0.1
N 4.910154 -7.766547 4.976823 -0.1 0.0 0.0
C 4.424311 -6.572744 5.310233 0.1 0.0 -0.1
C 3.342745 -6.390598 6.159168 0.0 -0.1 0.0
H 1.879433 -7.415221 7.354907 0.0 0.0 0.0
H 2.769526 -9.666577 6.742790 0.0 0.0 0.0
H 4.725760 -9.793456 5.209923 0.0 0.0 0.0
H 4.931752 -5.720558 4.870518 0.0 0.0 0.0
H 2.991984 -5.396895 6.395752 0.0 0.0 -0.1
```
Forces are in eV/Å.



# 2
The following is a quantum chemistry calculation of a 2-piece molecular cluster, C4H12N2 overall, from the Open Molecules 2025 dataset.

Results
Multiplicity ... 2
Charge ... +1
Energy relative to the best compared isomer or geometry (same formula, charge and spin) ... 56.3 kcal per mole
Kohn-Sham gap (spin up / spin down) ... 0.350 / 0.134 hartree

Structure (XYZ):
```
18
Properties=species:S:1:pos:R:3:forces:R:3
C 1.489568 1.531266 -0.826501 0.6 -0.2 0.1
C 0.122180 2.027482 -1.079908 -0.4 0.5 0.5
C -0.769274 2.120114 -0.072686 -0.1 0.8 -0.6
H 1.458839 1.040697 0.156157 0.4 -0.3 -0.4
H 2.308117 2.241646 -0.778400 -0.1 0.6 -0.1
H 1.765804 0.884045 -1.675777 0.0 -0.3 0.6
H -0.089752 2.333607 -2.107146 -0.5 -0.6 0.2
H -1.832338 2.220995 -0.289781 0.2 0.5 0.1
H -0.422758 2.379907 0.943006 -0.2 -1.1 -0.3
N 0.658449 -2.342507 1.188623 -1.8 0.4 1.0
C -0.404492 -1.556824 0.686855 0.5 0.7 -2.6
N -1.499239 -2.234095 -0.046337 0.5 0.8 0.5
H 1.601430 -2.084338 0.947417 0.3 -0.1 0.3
H 0.370697 -2.668005 2.103704 1.3 -0.6 0.3
H 0.057638 -0.894087 -0.077165 -0.4 -0.2 0.6
H -0.854438 -0.907305 1.485827 0.1 -0.7 -0.1
H -2.405431 -2.283816 0.405799 0.1 0.0 0.1
H -1.555000 -1.808785 -0.963694 -0.5 -0.2 -0.1
```
Forces are in eV/Å.